Computed, not measured: a 10-piece molecular cluster, C32H78B4F16N8O4 overall in a non-equilibrium geometry, with wB97M-V/def2-TZVPD.

HOMO level ... -0.3913 hartree
E ... -100744.684 eV
Maximum force ... 4.7 eV/A
Gap between HOMO and LUMO ... 6.74 eV
2S+1 ... 1
Charge ... +2

Atoms and positions in Å:
C 7.916699 1.138977 20.736213
C 8.449227 2.602169 20.961168
N 8.430563 2.831232 22.395654
C 7.320886 3.333480 23.089499
C 7.644698 3.484210 24.449836
N 8.916018 2.852916 24.540534
C 9.404658 2.428459 23.317273
C 9.626954 2.748462 25.780254
H 8.756697 0.489760 20.489178
H 7.194122 1.157542 19.920353
H 7.377776 0.947890 21.664189
H 7.811650 3.273005 20.385326
H 9.521164 2.626787 20.765099
H 6.403579 3.595643 22.583304
H 7.151270 3.801130 25.356748
H 10.381789 1.969890 23.280800
H 9.070921 2.952867 26.695206
H 10.517259 3.372726 25.704384
H 9.920752 1.709330 25.928525
C -0.031912 12.581668 17.770548
C -0.958682 13.472244 18.587523
N -1.837941 12.767196 19.459304
C -2.710672 13.376719 20.360084
C -3.417972 12.375213 21.044447
N -2.973759 11.184860 20.537380
C -1.961460 11.433738 19.596280
C -3.379113 9.835342 20.865974
H -0.621332 11.920353 17.135439
H 0.789748 12.050554 18.251056
H 0.331417 13.274536 17.011588
H -1.537981 14.138558 17.948354
H -0.327715 14.095304 19.221385
H -2.800425 14.442245 20.511748
H -4.199440 12.420824 21.788515
H -1.352870 10.777331 18.992000
H -2.524430 9.187490 21.060686
H -4.079944 9.510355 20.097005
H -3.838336 9.772494 21.852512
C 6.203999 10.103149 14.300574
N 7.241729 9.028202 13.839512
C 6.957469 8.926072 12.305886
C 8.682381 9.601921 14.025537
C 7.217434 7.605317 14.548323
C 6.045104 6.686776 14.104324
O 4.812909 7.301857 14.336064
H 6.430288 10.994603 13.715597
H 6.437531 10.327432 15.341369
H 5.167604 9.801116 14.149649
H 7.818159 8.385352 11.912266
H 7.013893 9.877084 11.776283
H 5.941579 8.556283 12.166914
H 8.593502 9.923400 15.063253
H 8.847086 10.476200 13.395774
H 9.404073 8.811670 13.818723
H 7.187497 7.908387 15.594913
H 8.209076 7.189579 14.369705
H 5.933447 5.904470 14.855073
H 6.136807 6.215681 13.125669
H 4.578016 7.203615 15.261675
C 16.107274 14.961936 17.541000
N 14.813981 15.082354 16.737009
C 14.378035 16.601015 16.820698
C 15.179251 14.791729 15.229889
C 13.786032 14.074768 17.304477
C 14.103650 12.584979 17.320734
O 14.769138 11.961418 16.174984
H 16.899557 15.519844 17.041866
H 16.242778 13.880473 17.554860
H 15.916454 15.267977 18.569601
H 15.297246 17.133088 16.575663
H 14.034255 16.828164 17.829812
H 13.662742 16.718238 16.006612
H 14.263026 14.561469 14.686194
H 15.751027 13.865799 15.168100
H 15.829422 15.564024 14.818875
H 12.819803 14.180380 16.811178
H 13.644329 14.293481 18.362869
H 13.186484 12.006883 17.433489
H 14.744898 12.299768 18.154744
H 14.750689 11.015468 16.337602
C 16.470037 6.419506 9.487239
N 17.265021 7.197512 10.486830
C 16.273024 8.205572 11.064308
C 17.769226 6.265637 11.674156
C 18.458739 7.885679 9.809757
C 19.458299 8.717212 10.676576
O 18.790869 9.699110 11.444705
H 15.704928 5.859104 10.024508
H 17.190408 5.799320 8.953825
H 16.062037 7.159175 8.798384
H 16.725196 8.538884 11.998413
H 15.368048 7.659731 11.331092
H 16.095358 9.074626 10.430848
H 18.417337 5.442859 11.372339
H 16.878825 5.894190 12.181407
H 18.101411 6.881881 12.509620
H 18.120202 8.439478 8.934090
H 19.042372 7.071754 9.379647
H 20.048880 9.394313 10.059451
H 20.205547 8.185487 11.265641
H 19.430611 10.135661 12.011937
C 5.845176 11.244344 22.676382
N 4.939995 12.186233 23.466394
C 3.486298 12.144602 22.913697
C 4.877937 11.833995 24.890215
C 5.422730 13.686638 23.389560
C 6.897870 13.886263 23.647292
O 7.435740 13.529880 24.856698
H 5.448207 10.240254 22.825786
H 6.906881 11.326149 22.909158
H 5.641715 11.615725 21.672002
H 3.151313 11.107394 22.904179
H 3.683678 12.570071 21.929772
H 2.777236 12.787291 23.435495
H 5.904382 11.648659 25.206706
H 4.310498 10.921655 25.073968
H 4.440787 12.534717 25.601541
H 4.831751 14.209599 24.141455
H 5.158532 14.047458 22.395527
H 7.069199 14.961537 23.597039
H 7.520309 13.464732 22.858002
H 8.388590 13.504931 24.742429
B 11.196292 14.105783 8.702290
F 9.959470 13.507978 8.788545
F 11.621772 14.251455 9.975090
F 12.046337 13.262582 7.968839
F 10.978000 15.272904 8.051608
B 7.162815 15.649892 17.437775
F 5.828450 15.587120 17.595381
F 7.532438 15.435568 16.122365
F 7.600876 16.949183 17.692149
F 7.827700 14.787245 18.291938
B 2.685964 6.687226 19.450702
F 2.297938 5.607604 18.726641
F 4.065775 6.662064 19.565087
F 2.254788 7.812667 18.859735
F 2.140211 6.562251 20.647402
B 13.208854 5.525511 16.068087
F 12.464695 6.334697 16.909561
F 13.282418 4.243012 16.563095
F 12.666467 5.405349 14.782021
F 14.483009 6.123519 15.998888

Forces on the atoms, in the same order (eV/Å):
0.0 1.5 -0.2
0.5 -2.1 -0.1
0.2 -0.1 3.0
1.2 0.7 1.5
1.8 -2.4 -2.8
-1.4 0.5 -1.5
-3.7 2.6 1.4
1.4 -0.9 0.7
-0.4 -0.3 0.4
0.1 -0.3 0.0
0.1 -0.9 -0.3
0.5 0.5 0.5
-0.3 0.5 -0.9
0.2 0.1 -0.1
-0.1 0.0 -0.4
-0.1 0.0 -0.8
-0.4 0.5 -0.6
0.0 0.0 0.4
0.3 0.0 -0.2
-0.9 0.6 -1.3
1.7 0.4 -0.2
-2.2 -1.4 2.4
-0.9 -1.3 0.9
1.3 1.1 -1.7
3.0 0.4 -1.8
-1.8 1.3 1.1
-0.4 -0.6 0.8
0.0 -0.5 0.2
-0.3 0.2 0.2
0.7 -0.1 0.1
-0.1 -0.2 0.0
-0.1 0.2 0.0
0.2 -0.1 -0.3
0.2 0.1 -0.1
-0.4 -0.5 0.4
0.2 0.0 -0.9
0.3 -0.5 0.2
-0.5 0.6 -0.2
1.4 -0.6 0.4
-0.4 0.7 -2.3
0.9 -0.2 1.0
-2.0 -0.2 0.5
-0.4 1.5 -1.0
0.3 -0.2 2.4
-1.0 1.4 -1.2
0.0 -0.1 0.0
-0.3 -0.1 0.0
0.4 -0.4 0.0
-0.6 -0.7 -0.2
0.0 0.4 0.7
0.4 -0.5 -0.1
1.0 -0.1 0.0
-0.3 -0.2 -0.1
-0.1 0.2 0.2
-0.3 -0.4 0.1
-0.2 -0.2 -0.2
1.5 -0.8 -0.3
-0.1 0.5 -0.1
-0.1 -0.1 0.1
-1.4 -1.0 -0.3
0.9 0.6 -0.5
0.4 -2.1 -0.7
-0.3 -0.9 1.1
-0.1 0.2 -0.7
1.5 -2.1 -0.6
-0.4 1.6 0.1
-0.1 -0.2 0.2
0.8 0.2 0.0
0.1 0.3 -0.2
-0.2 0.1 0.1
-0.2 -0.1 -0.3
-0.2 0.3 0.5
0.0 0.7 0.0
-0.1 0.0 0.5
-0.6 0.4 0.2
0.2 0.6 -0.3
0.0 0.5 -0.1
-0.4 0.6 0.3
-0.1 0.4 0.4
0.0 -0.2 0.0
1.1 0.2 -0.2
0.5 0.3 1.5
0.8 -0.3 1.3
-1.7 1.1 -0.1
0.9 -0.4 0.3
-0.2 1.3 -0.4
-1.1 -0.3 0.9
0.1 0.0 -0.3
-0.4 -0.3 0.0
-0.2 -0.3 0.0
-0.2 0.3 -0.2
0.0 0.1 -0.3
0.1 -0.4 -0.3
0.0 0.5 -0.3
-0.3 -0.5 -0.7
1.0 0.3 -0.6
-0.4 0.3 0.4
0.1 -0.1 0.1
0.3 -1.0 -1.2
-0.5 -0.7 0.1
0.0 0.1 0.0
-1.5 0.9 -0.3
-1.1 1.5 1.0
1.9 0.2 -0.8
0.9 -1.4 1.5
-0.1 -1.3 0.5
0.7 1.4 -1.7
-0.2 -1.4 1.9
0.2 0.0 -0.1
-0.4 0.2 0.4
0.5 -0.6 -0.3
0.1 0.1 -0.2
-0.9 -0.4 -0.3
0.5 0.0 0.4
-0.1 0.1 0.2
0.0 -0.2 -0.6
0.0 0.6 -0.8
-0.1 -0.1 -0.1
0.2 0.0 0.0
-0.5 0.4 -0.7
-0.3 -0.1 -0.5
0.1 0.0 0.3
-0.8 -1.1 -1.0
-1.9 -1.5 0.1
1.5 0.6 2.2
0.7 -0.2 -0.2
0.5 2.0 -0.8
1.5 1.5 -0.8
-2.3 -0.6 0.4
0.1 -1.1 -1.1
0.3 1.1 0.9
0.4 -1.2 0.9
0.8 -1.2 -0.8
-0.5 -1.9 -1.8
1.8 0.4 0.1
-0.6 2.8 -1.4
-1.5 0.1 4.0
0.6 -0.1 -0.3
-1.0 0.5 0.4
0.2 -0.9 0.7
-0.4 0.6 -0.5
0.6 0.0 -0.3

Here are the Löwdin charges for atoms 1 to 2, given in e: number 1, C, carries -0.03; number 2, C, carries -0.14